# 1
# C5H9NO

One molecule with the formula C5H9NO (wB97M-V/def2-TZVPD, OMol25).

SMILES string   C[C@H]1N[C@H]1CC=O
Largest force on an atom   0.4 eV/A
Multiplicity   1
E_LUMO   1.0791 eV
HOMO   -0.357 Ha
Electronic energy   -8867.1191 eV

Each atom is followed by the atoms it is bonded to, with distances in Å.
Positions of all 16 atoms, in Å:
1 C -1.27 -0.06 1.29  C2 1.510, H8 1.093, H9 1.094, H10 1.097
2 C -1.20 0.03 -0.21  C1 1.510, N3 1.464, C4 1.482, H11 1.091
3 N -0.93 1.37 -0.74  C2 1.464, C4 1.459, H12 1.016
4 C 0.06 0.32 -0.93  C2 1.482, N3 1.459, C5 1.508, H13 1.087
5 C 1.36 0.36 -0.18  C4 1.508, C6 1.518, H14 1.095, H15 1.098
6 C 1.78 -1.09 -0.03  C5 1.518, O7 1.208, H16 1.105
7 O 1.68 -1.90 -0.91  C6 1.208
8 H -0.68 0.75 1.74  C1 1.093
9 H -2.31 0.08 1.63  C1 1.094
10 H -0.91 -1.02 1.68  C1 1.097
11 H -1.90 -0.61 -0.75  C2 1.091
12 H -1.44 1.54 -1.61  N3 1.016
13 H 0.15 -0.11 -1.93  C4 1.087
14 H 1.26 0.87 0.78  C5 1.095
15 H 2.15 0.88 -0.74  C5 1.098
16 H 2.20 -1.42 0.94  C6 1.105

Atomic partial charges in e from the Mulliken method, atoms 1 to 2: -1.39 0.19

# 2
# C4H12N2O

One molecule with the formula C4H12N2O at a distorted geometry (wB97M-V/def2-TZVPD, OMol25).

SMILES string   NC[C@H](N)CCO
Largest force on an atom   1.6 eV/A
Multiplicity   1
E_LUMO   0.8603 eV
HOMO   -0.352 Ha
Electronic energy   -9370.0478 eV

Each atom is followed by the atoms it is bonded to, with distances in Å.
Positions of all 19 atoms, in Å:
1 N 0.90 0.62 -0.98  C2 1.495, H8 1.022, H9 1.009
2 C 0.20 -0.15 0.09  N1 1.495, C3 1.513, C6 1.510, H11 1.097
3 C -1.28 0.14 0.04  C2 1.513, C4 1.526, H12 1.092, H13 1.091
4 C -1.97 -0.34 -1.23  C3 1.526, O5 1.400, H14 1.107, H15 1.090
5 O -1.42 0.19 -2.41  C4 1.400, H10 0.974
6 C 0.77 0.06 1.47  C2 1.510, N7 1.465, H16 1.102, H17 1.089
7 N 2.24 0.00 1.42  C6 1.465, H18 1.022, H19 1.015
8 H 1.10 1.55 -0.60  N1 1.022
9 H 1.83 0.25 -1.10  N1 1.009
10 H -0.49 0.40 -2.25  O5 0.974
11 H 0.36 -1.18 -0.25  C2 1.097
12 H -1.52 1.21 0.15  C3 1.092
13 H -1.75 -0.32 0.91  C3 1.091
14 H -1.93 -1.45 -1.23  C4 1.107
15 H -3.04 -0.11 -1.22  C4 1.090
16 H 0.37 -0.79 2.05  C6 1.102
17 H 0.48 1.00 1.94  C6 1.089
18 H 2.67 -0.25 2.31  N7 1.022
19 H 2.49 -0.83 0.89  N7 1.015

Atomic partial charges in e from the Mulliken method, atoms 1 to 2: -0.60 0.30

# 3
# C6H10O

One molecule with the formula C6H10O (wB97M-V/def2-TZVPD, OMol25).

Largest force on an atom   0.3 eV/A
Multiplicity   1
E_LUMO   0.9464 eV
HOMO   -0.267 Ha
Electronic energy   -8424.7383 eV

Each atom is followed by the atoms it is bonded to, with distances in Å.
Positions of all 17 atoms, in Å:
1 C 1.86 -0.73 -0.08  C2 1.498, H8 1.111, H9 1.094, H10 1.099
2 C 0.65 -0.39 0.72  C1 1.498, C7 1.528
3 C -0.65 -0.05 -1.06  C4 1.484, C5 1.743, H11 1.087, H12 1.085
4 C -1.63 0.59 -0.16  C3 1.484, C5 1.484, O6 1.408, H13 1.088
5 C -1.42 -0.80 0.31  C3 1.743, C4 1.484, H14 1.086, H15 1.077
6 O -0.98 1.48 0.72  C4 1.408, C7 1.435
7 C 0.40 1.11 0.85  C2 1.528, O6 1.435, H16 1.111, H17 1.097
8 H 2.22 0.05 -0.78  C1 1.111
9 H 1.74 -1.66 -0.64  C1 1.094
10 H 2.66 -0.93 0.65  C1 1.099
11 H 0.24 0.50 -1.35  C3 1.087
12 H -1.00 -0.70 -1.85  C3 1.085
13 H -2.59 1.00 -0.48  C4 1.088
14 H -1.92 -1.61 -0.20  C5 1.086
15 H -1.32 -0.96 1.37  C5 1.077
16 H 0.98 1.72 0.13  C7 1.111
17 H 0.70 1.42 1.86  C7 1.097

Atomic partial charges in e from the Mulliken method, atoms 1 to 2: -1.07 -0.22

# 4
# C4H7NO4P

An isolated ion of composition C4H7NO4P and charge -1 at a distorted geometry (wB97M-V/def2-TZVPD, OMol25).

SMILES string   O=C1CCNC=[P@]([O-])(O)O1
Total charge   -1
Largest force on an atom   4.0 eV/A
Multiplicity   1
E_LUMO   3.7711 eV
HOMO   -0.122 Ha
Electronic energy   -23230.8497 eV

Each atom is followed by the atoms it is bonded to, with distances in Å.
Positions of all 17 atoms, in Å:
1 C -0.64 -2.29 -0.05  C2 1.556, O7 1.298, O8 1.203
2 C 0.53 -1.32 -0.39  C1 1.556, C3 1.604, H11 1.088, H12 1.160
3 C 0.57 -0.09 0.63  C2 1.604, N5 1.493, H13 1.073, H14 1.141
4 C -0.84 1.70 -0.36  N5 1.513, P10 1.733, H15 1.168
5 N 0.57 1.22 -0.07  C3 1.493, C4 1.513, H16 1.044
6 O -3.34 0.61 -0.78  P10 1.503
7 O -1.73 -1.60 -0.16  C1 1.298, P10 2.055
8 O -0.45 -3.47 -0.02  C1 1.203
9 O -2.26 0.27 1.48  P10 1.625, H17 1.003
10 P -2.00 0.44 -0.12  C4 1.733, O6 1.503, O7 2.055, O9 1.625
11 H 1.58 -1.59 -0.54  C2 1.088
12 H 0.20 -0.72 -1.33  C2 1.160
13 H -0.17 0.03 1.40  C3 1.073
14 H 1.56 -0.32 1.15  C3 1.141
15 H -0.71 2.03 -1.47  C4 1.168
16 H 1.19 1.35 -0.91  N5 1.044
17 H -3.07 -0.32 1.59  O9 1.003

Atomic partial charges in e from the Mulliken method, atoms 1 to 2: 0.50 -0.49

# 5
# C4H11S2

A 2-piece molecular cluster, C4H11S2 overall at a distorted geometry (wB97M-V/def2-TZVPD, OMol25).

Total charge   -1
Largest force on an atom   3.9 eV/A
Multiplicity   1
E_LUMO   3.2264 eV
HOMO   -0.089 Ha
Electronic energy   -25996.8770 eV

Each atom is followed by the atoms it is bonded to, with distances in Å.
Positions of all 17 atoms, in Å:
1 C -0.70 2.03 -1.13  S2 1.788, H4 1.114, H5 1.122, H6 1.165
2 S -1.11 2.94 0.36  C1 1.788, C3 1.833
3 C -1.78 1.59 1.41  S2 1.833, H7 1.177, H8 1.134, H9 1.156
4 H -0.05 1.15 -0.95  C1 1.114
5 H -1.63 1.62 -1.59  C1 1.122
6 H -0.11 2.71 -1.87  C1 1.165
7 H -2.41 0.92 0.68  C3 1.177
8 H -2.31 2.09 2.28  C3 1.134
9 H -0.92 0.96 1.86  C3 1.156
10 C 1.92 -2.65 -0.07  C11 1.586, H13 1.164, H14 1.125, H15 1.046
11 C 1.02 -1.34 0.02  C10 1.586, S12 1.818, H16 1.103, H17 1.095
12 S -0.26 -1.40 -1.27  C11 1.818
13 H 1.17 -3.54 -0.16  C10 1.164
14 H 2.43 -2.59 -1.07  C10 1.125
15 H 2.49 -2.86 0.78  C10 1.046
16 H 0.57 -1.13 1.00  C11 1.103
17 H 1.66 -0.50 -0.27  C11 1.095

Atomic partial charges in e from the Mulliken method, atoms 1 to 2: -0.41 -0.14